{
  "formula": "C31H57BF12HgN3O11P2",
  "method": "the ωB97M-V functional and the def2-TZVPD basis",
  "species": ["Hg", "O", "C", "O", "B", "O", "C", "O", "O", "C", "O", "C", "O", "O", "P", "F", "F", "F", "F", "F", "F", "P", "F", "F", "F", "F", "F", "F", "C", "C", "C", "C", "C", "C", "N", "O", "C", "C", "C", "H", "H", "H", "H", "H", "H", "H", "H", "H", "H", "H", "H", "H", "H", "H", "H", "H", "H", "H", "C", "C", "C", "C", "C", "C", "N", "O", "C", "C", "C", "H", "H", "H", "H", "H", "H", "H", "H", "H", "H", "H", "H", "H", "H", "H", "H", "H", "H", "H", "C", "C", "C", "C", "C", "C", "N", "O", "C", "C", "C", "H", "H", "H", "H", "H", "H", "H", "H", "H", "H", "H", "H", "H", "H", "H", "H", "H", "H", "H"],
  "positions_angstrom": [[3.88542, 1.17039, -3.99643], [5.08137, -5.90443, 0.41133], [6.05661, -5.41840, 0.97113], [6.69298, -5.83808, 2.06210], [7.84978, -4.93846, 2.33522], [7.54957, -3.83447, 1.48111], [6.63188, -4.03806, 0.69368], [6.20953, -3.18271, -0.09363], [9.14599, -5.67294, 1.95634], [9.93257, -5.66960, 3.04211], [11.07050, -6.18296, 3.03504], [9.14796, -5.15286, 4.27012], [7.91637, -4.73057, 3.81848], [9.62363, -4.98492, 5.37087], [0.45450, 2.21538, -0.17143], [1.97657, 2.59512, -0.48682], [0.25396, 3.70994, 0.57402], [0.00233, 2.68609, -1.66615], [-1.07271, 1.64424, 0.09281], [0.83389, 0.81673, -0.94487], [0.96532, 1.54446, 1.25561], [-0.12546, -2.76555, -6.21107], [0.92212, -3.27126, -5.02186], [0.78344, -3.37701, -7.44371], [-0.67754, -4.22417, -6.15921], [-1.28596, -2.37738, -7.32829], [-1.10754, -2.34407, -5.07158], [0.49630, -1.20931, -6.19988], [-7.80016, -1.92394, -3.07502], [-8.04967, -0.97603, -1.81536], [-9.53510, -0.55886, -1.80117], [-10.11319, -0.06123, -0.51538], [-9.64426, -1.09535, 0.58503], [-8.19346, -1.15493, 0.71651], [-7.56188, -1.60819, -0.58602], [-6.16317, -2.00897, -0.61996], [-7.70799, 0.11068, 1.51342], [-7.91311, -2.27580, 1.75103], [-7.20401, 0.30438, -1.93473], [-6.73463, -2.15029, -3.11403], [-8.00707, -1.34154, -3.97285], [-8.47397, -2.78024, -3.10397], [-9.60592, 0.22012, -2.56029], [-10.16190, -1.31988, -2.26600], [-11.20075, -0.09477, -0.58022], [-9.87511, 0.92472, -0.11624], [-9.96110, -2.11336, 0.35838], [-10.14959, -0.80269, 1.50541], [-7.95997, 1.09131, 1.10972], [-8.13865, 0.14511, 2.51414], [-6.64540, 0.34383, 1.58143], [-8.50642, -2.10485, 2.64929], [-8.28220, -3.19456, 1.29523], [-6.89715, -2.52496, 2.05736], [-7.45116, 0.78723, -2.88018], [-6.12574, 0.14845, -1.90089], [-7.37554, 0.97363, -1.09165], [-5.68343, -1.18835, -0.48563], [-1.81434, -5.49764, 8.89378], [-0.41254, -5.00929, 9.14306], [0.40223, -5.23516, 7.83868], [0.06773, -4.28905, 6.76086], [0.11333, -2.90074, 7.14793], [-0.61920, -2.60430, 8.57106], [-0.22422, -3.61806, 9.59136], [-0.54380, -3.28248, 10.98171], [-0.11379, -1.22228, 8.95512], [-2.13660, -2.37135, 8.41510], [0.33523, -6.04039, 10.07026], [-1.91516, -6.48509, 8.44337], [-2.32166, -4.82670, 8.20054], [-2.42572, -5.39183, 9.78996], [1.43020, -4.98161, 8.09767], [0.45457, -6.13668, 7.22824], [-0.89366, -4.52437, 6.30430], [0.61665, -4.51681, 5.84713], [-0.34907, -2.38301, 6.30755], [1.16849, -2.62815, 7.16864], [-0.06087, -0.44472, 8.19307], [-0.84007, -0.73430, 9.60510], [0.86869, -1.30321, 9.42019], [-2.67081, -2.59687, 9.33806], [-2.25228, -1.36488, 8.01293], [-2.74960, -2.94533, 7.72021], [0.33295, -7.08826, 9.77020], [-0.13397, -5.99158, 11.05290], [1.37675, -5.78088, 10.25997], [0.28029, -3.08159, 11.43127], [4.56886, 6.43822, -9.38479], [5.43350, 6.01165, -8.24992], [6.75058, 6.70616, -8.31127], [6.68658, 8.15233, -7.93414], [5.93883, 8.35080, -6.54822], [4.60169, 7.64499, -6.43086], [4.69684, 6.23091, -6.92145], [3.53984, 5.56203, -6.73813], [4.29123, 7.53883, -4.92865], [3.54250, 8.54448, -7.09909], [5.82649, 4.44914, -8.43945], [5.08583, 6.26584, -10.32879], [4.41648, 7.49718, -9.59334], [3.63324, 5.87903, -9.38776], [7.56136, 6.07795, -7.94237], [6.95488, 6.71480, -9.38193], [6.14342, 8.78315, -8.63780], [7.71292, 8.51783, -7.90044], [5.71322, 9.40639, -6.39688], [6.59739, 7.86757, -5.82650], [3.24269, 7.30032, -4.75037], [5.06976, 6.98987, -4.39890], [4.30911, 8.49559, -4.40674], [2.56618, 8.17788, -7.41607], [3.48042, 9.38645, -6.40962], [3.83423, 9.03617, -8.02712], [5.00886, 3.73848, -8.31881], [6.59575, 4.00392, -7.80848], [6.13311, 4.15641, -9.44362], [3.00274, 6.31646, -6.99105]],
  "mulliken_charge": [0.6468, -0.5103, 0.5714, -0.4243, 0.9236, -0.4855, 0.7130, -0.5609, -0.4458, 0.6407, -0.6103, 0.5509, -0.3988, -0.5430, 1.1423, -0.3464, -0.3658, -0.3424, -0.3513, -0.3563, -0.3610, 1.1540, -0.3755, -0.3624, -0.3418, -0.3764, -0.3192, -0.3781, -1.7297, 1.3166, -1.1459, -0.7011, -1.2138, 1.4299, 0.1848, -0.3567, -1.6747, -1.7722, -1.6010, 0.4173, 0.3886, 0.4085, 0.4089, 0.4239, 0.3901, 0.3508, 0.4265, 0.4341, 0.3836, 0.4077, 0.4253, 0.3968, 0.4702, 0.3442, 0.4473, 0.4132, 0.3527, 0.3813, -1.6272, 1.4352, -1.0099, -0.8138, -1.0758, 1.6298, 0.2763, -0.4550, -2.0040, -1.8712, -1.8392, 0.3648, 0.2939, 0.3687, 0.3337, 0.3990, 0.3500, 0.5081, 0.3568, 0.4181, 0.4150, 0.4127, 0.4619, 0.4105, 0.4719, 0.3880, 0.3470, 0.4387, 0.4211, 0.3297, -1.7929, 1.6847, -1.2257, -0.7681, -1.2063, 0.9296, 0.2979, -0.3298, -1.7073, -1.4110, -1.7259, 0.4699, 0.3124, 0.4031, 0.4414, 0.3709, 0.3233, 0.3970, 0.4440, 0.4129, 0.3818, 0.4198, 0.4131, 0.3125, 0.4299, 0.3719, 0.4205, 0.4213, 0.3893, 0.4910],
  "max_force_ev_per_a": 6.47,
  "homo_ev": -7.494,
  "charge": -1,
  "homo_lumo_gap_ev": 1.02,
  "spin_multiplicity": 1,
  "mol_weight_g_mol": 1149.13
}

{
  "formula": "C4H9NO2",
  "method": "the ωB97M-V functional and the def2-TZVPD basis",
  "species": ["N", "C", "O", "C", "C", "C", "O", "H", "H", "H", "H", "H", "H", "H", "H", "H"],
  "positions_angstrom": [[0.15331, 0.48876, 2.07717], [-0.71812, 1.18065, 1.29659], [-1.23494, 2.22855, 1.61511], [-1.01159, 0.50732, -0.07812], [0.25135, 0.54202, -0.85198], [1.15433, -0.59016, -0.62986], [0.72640, -1.62800, 0.26121], [0.28270, 0.81861, 3.02189], [0.42026, -0.45739, 1.82784], [-1.38976, -0.50404, 0.13261], [-1.78354, 1.12921, -0.53335], [-1.02708, -0.38401, -3.39904], [-0.65423, 0.15442, -3.04015], [1.36025, -0.99419, -1.63540], [2.10474, -0.14142, -0.29209], [1.36593, -2.35031, 0.22755]],
  "mulliken_charge": [-0.3110, 0.4401, -0.5922, -0.2344, -0.6386, -0.1459, -0.5605, 0.2185, 0.2286, 0.3132, 0.2467, 0.1679, -0.1678, 0.4110, 0.3415, 0.2830],
  "max_force_ev_per_a": 0.45,
  "homo_ev": -8.777,
  "homo_lumo_gap_ev": 8.50,
  "e_above_lowest_kj_mol": 482.25,
  "spin_multiplicity": 1,
  "mol_weight_g_mol": 103.12
}

{
  "formula": "C23H28N6O4S2",
  "method": "the ωB97M-V functional and the def2-TZVPD basis",
  "species": ["C", "C", "C", "C", "C", "N", "C", "N", "C", "O", "C", "H", "H", "C", "O", "N", "C", "H", "H", "C", "N", "C", "N", "C", "C", "C", "C", "H", "H", "H", "H", "C", "H", "C", "H", "H", "H", "H", "H", "H", "S", "S", "O", "O", "N", "C", "C", "C", "C", "C", "H", "H", "H", "H", "H", "H", "H", "H", "H", "H", "H", "H", "H"],
  "positions_angstrom": [[3.70717, 0.23599, 3.13791], [2.83325, 0.93874, 2.16861], [2.28972, 0.48651, 1.00691], [1.50851, 1.47101, 0.33951], [1.44885, 2.66768, 1.04597], [0.71948, 3.74036, 0.68374], [0.02419, 3.60504, -0.39150], [0.02519, 2.51117, -1.18744], [0.82790, 1.37954, -0.92610], [0.88857, 0.48237, -1.74122], [-0.83701, 2.48684, -2.35508], [-0.67167, 3.38835, -2.95082], [-0.58375, 1.60504, -2.94487], [-2.30423, 2.51284, -1.89893], [-2.90991, 3.57108, -1.90447], [-2.85402, 1.36025, -1.48385], [-2.21984, 0.06809, -1.31304], [-2.84671, -0.68776, -1.79775], [-1.22703, 0.02514, -1.75041], [-2.13749, -0.25837, 0.18363], [-3.45640, -0.23130, 0.78057], [-4.18508, -1.39681, 0.81026], [-3.56851, -2.48974, 0.35772], [-4.18361, -3.65524, 0.42915], [-5.45780, -3.82165, 0.93865], [-6.10899, -2.68887, 1.41316], [-5.47875, -1.46498, 1.35565], [-5.97301, -0.58930, 1.74459], [-7.10321, -2.76367, 1.83066], [-5.92525, -4.79242, 0.96981], [-3.61576, -4.49321, 0.04521], [-4.08414, 1.05639, 0.59941], [-3.46817, 1.81268, 1.09851], [-4.18074, 1.39462, -0.89749], [-4.81139, 0.65453, -1.40098], [-4.59425, 2.39312, -1.04567], [-5.07752, 1.07566, 1.04237], [-1.51956, 0.48916, 0.69252], [-1.68893, -1.24073, 0.32130], [-0.61660, 4.42273, -0.69148], [2.40044, 2.60846, 2.48499], [2.27761, -1.21462, 0.42863], [3.00683, -2.01059, 1.38358], [0.91097, -1.56956, 0.20067], [3.09362, -1.07770, -1.00761], [4.53007, -1.00616, -0.86518], [5.17199, -2.38975, -0.75338], [4.73909, -3.25963, -1.93142], [3.21419, -3.33115, -1.98266], [2.63648, -1.92196, -2.08996], [1.54929, -1.92869, -2.03154], [2.93844, -1.44723, -3.02874], [2.83861, -3.79255, -1.06687], [2.88544, -3.92926, -2.83394], [5.16136, -4.26110, -1.83001], [5.11381, -2.82744, -2.86350], [6.25830, -2.28683, -0.72825], [4.84118, -2.84676, 0.18003], [4.73556, -0.41313, 0.02884], [4.92224, -0.47359, -1.73883], [3.33805, 0.37781, 4.15196], [4.72003, 0.63727, 3.09380], [3.72916, -0.82424, 2.90000]],
  "mulliken_charge": [-1.4672, 1.5046, -1.3270, -0.0766, 0.1470, -0.6369, 0.0406, 0.1533, 0.6113, -0.6631, -1.2266, 0.4866, 0.4837, 1.0514, -0.6974, 0.0872, -0.8208, 0.3581, 0.4114, -0.9915, 0.1448, 0.8984, -0.2826, -0.4513, -0.4976, -0.5517, -0.5806, 0.3032, 0.4043, 0.3849, 0.3896, -0.8832, 0.3928, -0.8661, 0.2596, 0.5238, 0.3178, 0.3053, 0.6753, 0.4267, -0.2816, 1.4775, -0.8142, -0.5650, 0.1870, -0.7859, -0.6101, -0.8059, -0.5225, -0.7196, 0.2195, 0.4084, 0.2841, 0.4092, 0.3858, 0.2968, 0.4277, 0.2634, 0.3316, 0.5213, 0.4749, 0.3277, 0.3485],
  "max_force_ev_per_a": 1.08,
  "homo_ev": -7.847,
  "homo_lumo_gap_ev": 8.02,
  "spin_multiplicity": 1,
  "smiles": "Cc1sc2ncn(CC(=O)N3CCN(c4ccccn4)CC3)c(=O)c2c1S(=O)(=O)N1CCCCC1",
  "mol_weight_g_mol": 516.65
}